Record 1
DFT (ωB97M-V with the def2-TZVPD basis set) results for C3H4NOS as an isolated structure at a distorted geometry.

Structure (XYZ):
```
10
Properties=species:S:1:pos:R:3
S 1.149 1.947 1.420
O 0.125 -3.055 -1.302
N -0.104 -2.161 -0.605
C -0.246 -1.093 0.049
C -0.196 1.473 0.265
C 0.435 0.187 -0.083
H -0.242 2.188 -0.557
H -1.155 1.405 0.772
H -1.083 -1.101 0.751
H 1.317 0.211 -0.708
```

Output
energy above the lowest of the compared OMol25 structures with the same formula, charge and spin = 397.7 kJ/mol
total charge = +1
lowest unoccupied orbital energy (spin up / spin down) = -6.84 / -7.57 eV
energy = -644.39985 Ha
max |F| = 3.559 eV Å⁻¹
orbital gap (spin up / spin down) = 8.1070 / 6.5145 eV

Atomic partial charges in e from the Löwdin method, atoms 1 to 8:
1 S 0.9149
2 O 0.2558
3 N 0.0050
4 C -0.0730
5 C -0.5013
6 C -0.0795
7 H 0.1102
8 H 0.0993


Record 2
DFT (ωB97M-V with the def2-TZVPD basis set) results for a 2-piece molecular cluster, C3H4NOS2 overall at a distorted geometry.

Structure (XYZ):
```
11
Properties=species:S:1:pos:R:3
S -1.219 -0.721 3.961
S -0.812 0.470 1.345
O -0.121 2.874 -4.183
N 0.031 0.021 -0.089
C -0.231 2.340 -3.183
C 1.019 -0.779 -0.356
C -0.727 -0.954 2.466
H -0.469 -1.782 1.922
H 1.417 -0.724 -1.474
H 1.448 -1.407 0.449
H -0.336 0.660 -0.856
```

Output
energy above the lowest of the compared OMol25 structures with the same formula, charge and spin = 135.2 kJ/mol
total charge = +1
lowest unoccupied orbital energy = -5.70 eV
energy = -1042.72652 Ha
max |F| = 3.154 eV Å⁻¹
orbital gap = 7.7946 eV

Atomic partial charges in e from the Löwdin method, atoms 1 to 8:
1 S 0.7893
2 S 0.9650
3 O 0.0506
4 N -0.3315
5 C 0.0068
6 C 0.1081
7 C -0.9633
8 H -0.0211


Record 3
DFT (ωB97M-V with the def2-TZVPD basis set) results for one molecule with the formula C3H4NP at a distorted geometry.

Structure (XYZ):
```
9
Properties=species:S:1:pos:R:3
P 1.605 0.510 1.107
N 1.242 -1.974 -1.535
C 0.468 -0.063 0.035
C -0.961 0.326 -0.189
C 0.904 -1.171 -0.785
H -1.235 1.369 0.032
H -1.593 -0.369 0.614
H 0.949 1.547 1.861
H -1.380 -0.175 -1.139
```

Output
energy above the lowest of the compared OMol25 structures with the same formula, charge and spin = 76.6 kJ/mol
total charge = 0
lowest unoccupied orbital energy = -0.85 eV
energy = -512.74672 Ha
SMILES string = [H]/P=C(\C)C#N
max |F| = 4.292 eV Å⁻¹
orbital gap = 8.9860 eV

Atomic partial charges in e from the Löwdin method, atoms 1 to 8:
1 P 0.9004
2 N 0.1558
3 C -0.7424
4 C -0.1513
5 C -0.3395
6 H 0.0670
7 H 0.1388
8 H -0.1262


Record 4
DFT (ωB97M-V with the def2-TZVPD basis set) results for an isolated ion of composition C3H4NS and charge +1 at a distorted geometry.

Structure (XYZ):
```
9
Properties=species:S:1:pos:R:3
S 0.925 1.658 -0.327
N -0.462 -0.690 -0.048
C 0.050 2.657 0.508
C 0.883 -0.257 0.101
C -1.597 -0.261 0.310
H 1.543 -0.677 -0.750
H 1.597 -0.245 0.956
H -2.470 -0.808 0.076
H -0.469 -1.377 -0.827
```

Output
energy above the lowest of the compared OMol25 structures with the same formula, charge and spin = 663.5 kJ/mol
total charge = +1
lowest unoccupied orbital energy (spin up / spin down) = -6.95 / -7.56 eV
energy = -569.09480 Ha
max |F| = 2.939 eV Å⁻¹
orbital gap (spin up / spin down) = 8.5790 / 6.1551 eV

Atomic partial charges in e from the Löwdin method, atoms 1 to 8:
1 S 0.8894
2 N -0.1182
3 C -0.2273
4 C -0.2826
5 C 0.2284
6 H 0.1335
7 H 0.1156
8 H 0.0771


Copy entry 1 word for word.
DFT (ωB97M-V with the def2-TZVPD basis set) results for C3H4NOS as an isolated structure at a distorted geometry.

Structure (XYZ):
```
10
Properties=species:S:1:pos:R:3
S 1.149 1.947 1.420
O 0.125 -3.055 -1.302
N -0.104 -2.161 -0.605
C -0.246 -1.093 0.049
C -0.196 1.473 0.265
C 0.435 0.187 -0.083
H -0.242 2.188 -0.557
H -1.155 1.405 0.772
H -1.083 -1.101 0.751
H 1.317 0.211 -0.708
```

Output
energy above the lowest of the compared OMol25 structures with the same formula, charge and spin = 397.7 kJ/mol
total charge = +1
lowest unoccupied orbital energy (spin up / spin down) = -6.84 / -7.57 eV
energy = -644.39985 Ha
max |F| = 3.559 eV Å⁻¹
orbital gap (spin up / spin down) = 8.1070 / 6.5145 eV

Atomic partial charges in e from the Löwdin method, atoms 1 to 8:
1 S 0.9149
2 O 0.2558
3 N 0.0050
4 C -0.0730
5 C -0.5013
6 C -0.0795
7 H 0.1102
8 H 0.0993


What is the max |F| in the second record? 3.154 eV Å⁻¹


Which formula does entry 1 have? C3H4NOS


Look up the energy of the fourth one. -569.09480 Ha